A molecular structure, C55H114F15Hg2N6O9P2S in a non-equilibrium geometry, computed with ωB97M-V with the def2-TZVPD basis set.

Element x y z (Å)
Hg: -3.990437 -1.055965 -0.981981
Hg: -1.828490 4.440749 -1.641164
P: -3.490651 -2.119362 -4.705735
F: -2.646806 -1.032862 -5.540316
F: -4.837226 -1.273609 -4.916748
F: -3.796448 -2.951535 -6.065033
F: -4.338674 -3.222052 -3.857151
F: -2.141463 -2.970604 -4.466318
F: -3.172645 -1.314128 -3.290593
P: -4.247043 4.098403 0.502310
F: -3.840690 2.716765 -0.268338
F: -2.632227 4.278036 0.779407
F: -4.002995 4.901636 -0.971944
F: -4.541770 5.463262 1.234914
F: -5.766990 3.895949 0.123207
F: -4.428818 3.256832 1.876358
C: 0.474654 0.205425 -1.766809
F: 1.141932 -0.565511 -0.942768
F: 1.220238 1.226953 -2.137755
F: 0.041657 -0.463605 -2.809240
S: -1.023617 0.983225 -0.884988
O: -0.672033 1.234587 0.501874
O: -1.344248 2.268226 -1.522454
O: -2.088016 0.001816 -1.037291
C: 5.179678 -5.445915 3.776208
C: 3.980175 -5.505882 2.807796
C: 2.682854 -5.230977 3.547605
C: 1.521566 -4.763186 2.670408
C: 1.965758 -3.516295 1.888663
C: 3.220772 -3.753871 1.031191
N: 4.254481 -4.435118 1.831031
O: 5.422753 -4.603326 1.088573
C: 2.922646 -4.379510 -0.336136
C: 3.761538 -2.324420 0.797905
C: 4.004104 -6.878537 2.133650
H: 5.162138 -4.501207 4.320927
H: 6.123185 -5.613502 3.261172
H: 5.141988 -6.241702 4.527222
H: 2.349040 -6.158039 4.017084
H: 2.781751 -4.387984 4.238436
H: 0.630002 -4.604549 3.279398
H: 1.264609 -5.558472 1.961284
H: 1.912593 -2.599727 2.469651
H: 1.194001 -3.506354 1.106525
H: 2.459795 -3.666411 -1.016575
H: 3.873161 -4.738180 -0.728457
H: 2.242309 -5.228021 -0.217197
H: 3.007821 -1.741531 0.254015
H: 3.857757 -1.729798 1.709538
H: 4.698989 -2.238705 0.246726
H: 5.024434 -7.140830 1.859208
H: 3.362302 -6.881001 1.251878
H: 3.690715 -7.637872 2.854430
H: 6.059768 -3.959122 1.418303
C: -0.454742 8.558588 -1.131733
C: -0.769806 7.388877 -2.068089
C: -0.475125 7.648589 -3.541971
C: 1.011191 7.509498 -3.958300
C: 1.622157 6.229359 -3.438186
C: 1.368843 5.948770 -1.947302
N: -0.077400 6.130041 -1.629356
O: -0.386596 5.752735 -0.300296
C: 1.743992 4.501761 -1.669202
C: 2.295448 6.844346 -1.093135
C: -2.298072 7.245111 -1.993814
H: -0.652808 9.535869 -1.568160
H: 0.619125 8.655005 -0.972387
H: -0.914317 8.384707 -0.160822
H: -1.104063 7.114088 -4.256899
H: -0.653736 8.684968 -3.844223
H: 1.546364 8.377997 -3.561979
H: 1.066579 7.594073 -5.042754
H: 2.687142 6.249398 -3.674300
H: 1.204458 5.382201 -3.991953
H: 1.538929 4.286811 -0.615350
H: 1.116705 3.816043 -2.252165
H: 2.762845 4.154648 -1.836181
H: 3.287590 6.407008 -1.174883
H: 2.301903 7.825582 -1.566355
H: 2.073634 7.006732 -0.036971
H: -2.833475 8.192304 -2.006953
H: -2.598239 6.734744 -1.076409
H: -2.718405 6.669019 -2.831295
H: 0.227560 6.225091 0.298323
C: -4.777573 -5.911634 -0.503736
C: -4.181235 -4.788849 0.356448
C: -3.482391 -5.312323 1.597193
C: -2.091196 -5.919705 1.383733
C: -1.205280 -4.959109 0.592214
C: -1.865231 -4.437638 -0.705056
N: -3.227396 -3.958913 -0.418168
O: -3.798159 -3.245518 -1.485115
C: -1.015255 -3.257232 -1.167325
C: -1.852823 -5.531054 -1.797011
C: -5.300404 -3.875602 0.873479
H: -5.635458 -6.340863 0.012111
H: -4.007040 -6.671103 -0.622562
H: -5.053039 -5.596587 -1.511211
H: -3.347890 -4.526599 2.344175
H: -4.101082 -6.094841 2.043261
H: -2.120390 -6.908104 0.919466
H: -1.615651 -6.093704 2.352263
H: -0.285777 -5.487652 0.341320
H: -0.985020 -4.020201 1.103690
H: -0.023549 -3.610782 -1.442130
H: -1.481299 -2.817996 -2.055692
H: -0.968762 -2.434087 -0.447718
H: -2.527310 -5.361919 -2.634271
H: -0.831355 -5.594913 -2.179911
H: -1.991864 -6.494978 -1.309387
H: -6.091875 -3.800167 0.113944
H: -4.972863 -2.864409 1.100602
H: -5.837968 -4.379804 1.677883
H: -4.099002 -3.905906 -2.139007
C: 4.674331 0.623181 -1.863679
C: 4.704586 0.480566 -3.386353
C: 3.941125 -0.797994 -3.688482
C: 3.443752 -0.969104 -5.131355
C: 2.773447 0.307561 -5.673884
C: 3.339837 1.659220 -5.253257
N: 3.944326 1.610608 -3.928979
O: 4.441983 2.870468 -3.543602
C: 4.385088 2.039609 -6.326389
C: 2.206665 2.697102 -5.284107
C: 6.132617 0.402554 -3.975322
H: 3.706738 0.364662 -1.435799
H: 5.006139 1.605159 -1.534941
H: 5.291013 -0.184257 -1.452301
H: 4.588350 -1.672427 -3.580263
H: 3.064270 -0.906463 -3.049831
H: 2.647840 -1.716225 -5.154080
H: 4.182935 -1.365168 -5.831131
H: 1.720725 0.226972 -5.382231
H: 2.760400 0.198893 -6.760004
H: 3.866176 2.292985 -7.252155
H: 5.007293 2.905605 -6.081706
H: 5.093475 1.228551 -6.505778
H: 1.578966 2.538320 -4.406375
H: 2.544354 3.734938 -5.330062
H: 1.624954 2.603602 -6.204306
H: 6.430341 1.336357 -4.453268
H: 6.257899 -0.389228 -4.716493
H: 6.880082 0.157986 -3.217228
H: 5.302494 2.927289 -3.992004
C: 3.615015 3.227737 1.977269
C: 3.035030 1.961930 2.634362
C: 4.101843 1.500314 3.648453
C: 3.644880 0.426130 4.610061
C: 2.343624 0.773492 5.308617
C: 1.263733 1.384324 4.381309
N: 1.848149 2.301423 3.403319
O: 0.837963 2.983443 2.680688
C: 0.523302 0.160279 3.771364
C: 0.294007 2.204795 5.230946
C: 2.771641 0.960341 1.483301
H: 4.101135 3.848024 2.730088
H: 2.818094 3.764206 1.454975
H: 4.337307 3.047318 1.178743
H: 4.993425 1.130209 3.136252
H: 4.373021 2.374664 4.246345
H: 4.396816 0.065204 5.311935
H: 3.457607 -0.450937 3.971270
H: 2.375396 1.370484 6.221710
H: 1.982663 -0.210120 5.625680
H: 0.018481 0.452433 2.842178
H: 1.154426 -0.642193 3.380500
H: -0.146367 -0.236192 4.532644
H: 0.630637 3.210107 5.477091
H: -0.687827 2.310505 4.760577
H: 0.074284 1.721629 6.188728
H: 3.642558 0.992374 0.831767
H: 1.836905 1.121682 0.952753
H: 2.736648 -0.033813 1.937212
H: 0.296277 2.263289 2.306487
C: -3.327380 0.502367 3.402175
C: -3.880089 -0.791335 2.748296
C: -4.463019 -1.652133 3.885335
C: -5.932299 -1.427386 4.258621
C: -6.772963 -1.361838 2.994727
C: -6.281869 -0.279472 2.024919
N: -4.877934 -0.590270 1.684627
O: -4.366366 0.356026 0.739262
C: -7.156776 -0.372209 0.759659
C: -6.542026 1.098021 2.702648
C: -2.618332 -1.518549 2.218407
H: -4.020591 0.951116 4.121100
H: -2.969572 1.329823 2.784341
H: -2.484838 0.243350 4.044447
H: -4.230986 -2.705957 3.713013
H: -3.894084 -1.395938 4.782742
H: -6.008016 -0.450404 4.739256
H: -6.281790 -2.194540 4.945762
H: -7.809915 -1.215281 3.303055
H: -6.733970 -2.338185 2.500820
H: -6.632390 0.143688 -0.047343
H: -7.295786 -1.431031 0.528690
H: -8.152563 0.038375 0.901938
H: -6.301631 1.851739 1.943213
H: -7.616883 1.184931 2.833220
H: -5.928470 1.294237 3.571743
H: -2.867952 -2.165902 1.363088
H: -2.175493 -2.168780 2.969081
H: -1.897328 -0.808642 1.811456
H: -4.255071 1.195401 1.238215

Cartesian forces, eV/Å:
Hg 0.1 -0.7 -0.3
Hg 0.6 -0.7 0.0
P 0.1 -0.9 -2.9
F -0.2 0.1 0.6
F 0.1 0.2 0.6
F 0.2 0.3 0.7
F -0.2 -0.1 0.2
F -0.2 0.0 0.4
F -0.2 0.6 0.6
P -0.4 -0.8 1.1
F -0.2 0.2 -0.3
F -0.1 0.3 -0.2
F 0.2 -0.1 -0.1
F 0.2 0.1 -0.3
F 0.0 0.0 -0.2
F 0.4 0.2 -0.4
C -1.2 1.0 0.1
F 0.0 -0.3 0.1
F 0.5 0.1 -0.2
F 0.1 -0.2 -0.2
S -0.2 1.0 2.8
O 0.3 -0.8 -1.0
O 0.2 0.0 -1.5
O 0.5 0.0 -0.6
C -0.5 -0.4 0.6
C 1.6 -0.1 -0.7
C -1.0 0.4 -0.3
C 1.1 -0.3 -0.4
C -1.7 -1.9 -1.2
C 1.1 1.5 0.9
N -1.2 1.2 0.7
O 0.3 -0.7 -0.4
C 0.0 -0.6 0.7
C -0.4 0.7 -0.4
C -0.2 -0.1 0.3
H 0.2 0.1 -0.1
H 0.0 0.3 -0.2
H -0.3 0.0 0.0
H 0.4 0.2 0.6
H 0.5 -0.5 0.5
H 0.0 0.2 0.0
H 0.0 0.1 0.0
H 0.4 0.0 0.1
H -0.1 1.0 0.1
H 0.1 0.1 0.0
H -0.1 0.0 -0.3
H 0.1 -0.1 -0.1
H 0.1 -0.2 -0.3
H 0.3 -0.6 0.3
H 0.0 -0.3 -0.1
H 0.0 0.1 -0.3
H 0.0 -0.2 0.0
H -0.2 -0.1 -0.2
H -0.2 0.0 0.2
C 1.6 0.0 -0.1
C -1.1 1.0 -0.2
C 1.7 0.8 -1.3
C -0.6 0.2 0.7
C -0.5 -0.1 -0.5
C 1.3 -0.3 0.0
N -1.4 -0.9 -1.5
O 0.9 1.2 1.0
C -1.0 -1.0 0.8
C -0.2 0.5 -0.7
C -0.1 -1.1 0.3
H -0.8 -0.2 0.1
H 0.0 -0.2 0.2
H -0.2 0.4 0.0
H 0.0 -0.6 0.5
H -0.6 0.1 0.7
H 0.1 0.0 0.0
H 0.1 -0.2 0.0
H 0.1 -0.3 0.4
H 0.0 0.0 0.0
H 0.0 -0.1 0.0
H -0.1 0.1 0.0
H 0.2 0.7 -0.4
H 0.1 0.1 0.1
H 0.4 0.1 0.2
H -0.2 -0.3 0.0
H 0.2 0.1 0.0
H -0.1 0.4 0.3
H 0.2 0.0 -0.1
H -0.3 -0.2 0.0
C 0.7 -0.2 0.5
C -0.5 0.8 -0.6
C 1.1 -0.9 0.3
C 0.2 0.5 0.0
C -1.0 0.0 -0.5
C 0.3 -0.4 -0.9
N 0.8 0.6 2.4
O -0.1 -0.9 0.8
C -0.8 0.4 -0.8
C 0.9 -0.1 0.7
C -0.9 -0.5 -1.2
H -0.1 -0.1 -0.2
H -0.2 -0.3 0.0
H -0.3 0.1 0.1
H -0.3 0.2 -0.1
H -0.3 0.2 0.0
H -0.1 0.1 -0.2
H -0.1 0.0 0.1
H 0.2 0.4 -0.2
H 0.2 -0.4 0.7
H 0.1 0.1 0.1
H 0.3 -0.2 -0.2
H 0.2 -0.3 0.3
H -0.1 -0.1 0.0
H -0.1 0.1 -0.3
H -0.5 -0.1 -0.3
H 0.2 0.2 -0.1
H 0.1 -0.2 0.5
H 0.3 0.3 0.4
H -0.2 0.9 -0.6
C 0.6 -0.7 0.2
C -0.3 0.2 -0.2
C -0.3 -1.0 -1.4
C -0.4 0.7 -0.2
C -0.6 -1.0 0.3
C 1.1 0.5 -1.1
N -1.8 -0.3 0.8
O 0.4 -0.4 -0.3
C 0.3 0.2 -0.1
C 0.1 0.1 -0.1
C 0.4 -0.2 0.3
H -0.3 0.5 -0.3
H 0.1 -0.1 0.1
H 0.4 0.4 0.1
H 0.1 0.2 0.8
H 0.1 0.1 0.3
H 0.2 -0.2 0.2
H 0.4 0.3 0.2
H 0.0 0.3 0.2
H 0.0 0.5 0.0
H 0.1 -0.1 -0.1
H -0.2 0.1 0.2
H -0.2 -0.1 -0.1
H -0.2 0.1 -0.1
H 0.3 -0.1 0.4
H -0.1 -0.4 0.1
H 0.1 0.0 0.1
H -0.3 0.1 -0.2
H -0.1 0.2 0.1
H 0.0 0.4 0.1
C -0.5 0.5 -0.1
C 0.3 0.1 -1.0
C 0.2 0.0 0.5
C -0.5 -0.4 -0.8
C -0.3 -0.3 0.1
C 0.3 -0.7 0.1
N 0.5 0.8 1.0
O 0.1 -0.9 -0.2
C 0.0 0.6 -1.0
C -1.0 -0.2 0.4
C 0.6 -0.6 1.3
H -0.2 0.3 -0.1
H -0.1 0.2 0.4
H 0.2 -0.5 0.3
H 0.0 0.3 -0.2
H 0.1 0.1 -0.2
H 0.2 0.4 0.0
H -0.2 -0.1 0.2
H 0.7 0.2 -0.2
H -0.4 0.2 0.3
H -0.7 0.0 0.4
H 0.4 0.1 0.6
H -0.2 -0.1 -0.3
H 0.4 -0.1 -0.3
H 0.1 0.1 -0.2
H 0.2 -0.3 -0.1
H -0.2 -0.2 -0.3
H 0.1 0.3 -0.1
H -0.2 0.0 -0.4
H 0.0 0.4 -0.3
C -0.5 0.6 0.9
C 1.0 0.3 0.9
C -0.1 -0.2 0.7
C 0.5 0.5 -0.8
C 0.3 -0.9 0.4
C -1.4 0.3 1.1
N -0.2 -0.9 -0.3
O -0.4 0.2 0.8
C 0.9 -0.4 0.2
C 0.6 0.0 -1.9
C -0.6 0.1 -1.3
H -0.2 -0.1 -0.2
H 0.0 -0.3 -0.4
H 0.2 -0.3 -0.3
H -0.4 0.0 -0.3
H 0.3 -0.1 -0.1
H -0.1 -0.2 0.4
H 0.0 0.0 0.0
H -0.1 0.3 -0.4
H 0.0 0.1 0.0
H -0.4 0.1 -0.2
H 0.1 0.0 -0.3
H 0.1 0.3 0.1
H 0.0 0.2 0.3
H 0.0 0.0 0.6
H -0.3 0.0 0.2
H -0.1 -0.2 0.2
H 0.1 0.3 0.2
H 0.2 0.1 0.3
H 0.2 0.2 -0.8

LUMO level   -5.18 eV
Molar mass   1783.7 Da
Multiplicity   1
Charge   +1
Energy above the lowest of the compared OMol25 structures with the same formula, charge and spin   0.0 kJ/mol
Highest occupied orbital energy   -9.60 eV
Orbital gap   4.4 eV

Atomic partial charges in e from the Mulliken method, atoms 1 to 5: Hg 3.188; Hg 2.217; P 1.520; F -0.362; F -0.401